Density functional theory data (ωB97M-V/def2-TZVPD) for a 11-piece molecular cluster, C74H169N11O11 overall at a distorted geometry.

Computed properties:
Total energy = -4350.39223 a.u.
LUMO = 0.4004 eV
Multiplicity = 1
Relative energy (zero: lowest compared OMol25 entry of this formula, charge and spin) = 4.1048 eV
HOMO-LUMO gap = 8.31 eV

Atoms and positions in Å:
O -3.77480 3.98539 2.72041
O -0.01921 2.49755 6.64012
O 4.25762 -2.89602 -0.20737
O 6.26686 -0.75378 3.94157
O 6.35436 0.05377 -1.65289
O -4.46974 -2.23498 4.29240
O 0.46439 -1.58046 -6.30311
O -3.43975 3.45929 -2.63051
O 0.62119 -0.56357 2.00478
O 2.32228 4.43819 0.88540
O -2.58978 -3.01001 -4.54376
N 5.12325 -0.03451 4.35946
N -4.79998 3.17814 -2.48469
N -2.47374 -4.26344 -3.90811
N -2.84210 5.43118 -0.52960
N 9.17377 -0.25774 -2.22126
N -1.40364 2.10538 3.28111
N 1.34077 -0.43888 -6.34588
N -0.01412 5.86578 -1.74345
N -1.82944 5.61951 5.70205
N 4.45982 -4.27528 -0.70416
N -5.80603 -2.58998 4.09956
C 3.68924 0.96628 -5.78747
C 2.38592 1.27675 -5.06716
C -1.27887 -6.39420 -2.46596
C 0.22587 0.80425 2.19987
C -1.67078 -6.52728 -3.90770
C -5.39010 -2.17899 1.69384
C -8.08758 -2.79127 5.04152
C -2.21831 -4.01532 -2.50297
C -3.39057 -3.26441 -1.88667
C 1.89315 -0.88897 -3.92369
C 0.67733 4.79438 -0.95926
C 4.71942 -1.82934 5.78441
C 0.18345 4.34020 4.81408
C -6.58785 -2.61884 5.33607
C 5.51576 -3.57793 -2.81490
C -6.24647 -1.26245 6.13915
C -1.62783 -5.19923 -4.68078
C -2.12220 0.98078 1.27931
C -0.13822 -4.87379 -5.01341
C 1.80342 -0.65313 1.27459
C 4.43416 -4.42755 -2.18704
C -4.05856 4.60855 1.42528
C 7.21985 1.12369 -1.43276
C 8.67239 0.66359 -1.20615
C 2.52395 -0.77845 -7.16803
C 3.39234 0.46657 -7.15156
C 3.98841 -6.59509 -0.30604
C 5.06701 1.24405 2.26201
C 3.70347 -5.17236 0.11334
C -5.02910 1.71759 -2.65284
C -7.75863 -1.98930 2.75514
C 1.57536 4.70255 2.07054
C -7.12000 3.73660 -3.21361
C 9.65442 1.86644 -1.11303
C -4.91481 3.57020 3.46039
C -5.07463 4.31578 -4.76933
C 4.00133 2.11005 4.48956
C -0.05885 1.54207 7.71125
C 1.93938 5.29146 -0.18713
C -6.04436 -0.17879 3.14334
C 3.65907 0.31478 6.14228
C 5.03125 0.38319 -1.48597
C -5.38840 5.42581 -2.53634
C -4.32779 1.03180 -1.44473
C -1.81846 5.71596 1.76219
C -1.26414 0.86469 2.48140
C 4.17148 -5.12709 1.59380
C -6.27045 -1.72145 2.95532
C 2.01131 -0.96889 -8.57104
C -6.52836 1.48895 -2.49022
C -4.50102 1.16676 -4.01770
C -0.91706 -3.21880 -2.22619
C 3.08487 -4.00860 -2.76815
C 2.20672 -4.79878 0.18571
C -2.15423 -5.38038 -1.82670
C 3.30311 -1.95259 -6.71606
C -6.00063 -3.75824 6.24148
C 1.11108 3.62456 -1.90259
C 6.51610 2.09588 4.06575
C 3.74621 1.84687 5.96741
C 3.83620 -6.82547 -1.83770
C -8.57988 -1.82254 3.96289
C -2.30779 -5.33322 -6.06546
C -7.36762 2.27505 -3.45297
C 5.24459 1.34872 3.84530
C -5.55298 4.15589 -3.28508
C 4.92662 -0.33572 5.77117
C 4.86103 -5.90427 -2.45550
C -0.87700 3.54675 6.93132
C -1.13015 4.33917 5.57903
C -2.66257 4.84116 0.84184
C 5.98941 0.15042 6.67884
C 1.44218 0.13617 -4.95663
C -0.00175 0.63939 -4.61292
H -0.06748 -3.83418 -2.38388
H 3.38243 0.09973 7.18469
H -1.37688 -7.35994 -1.91079
H -2.30178 6.67203 2.05084
H -0.88460 1.92803 4.18127
H 5.31450 -3.52747 -3.85612
H 1.78942 6.30917 0.16530
H 0.57174 4.61650 1.85813
H -7.23595 2.03650 -4.50196
H 1.62829 -5.27132 1.01234
H -5.64533 -1.65105 0.72855
H 2.90421 -3.02501 -2.35108
H -0.28154 -5.95162 -2.40623
H 0.19857 3.27593 -2.41270
H -0.95700 -2.74234 -1.25624
H -4.03949 4.55192 -4.89231
H -2.14492 0.04644 0.74438
H -8.54977 -0.73640 4.24530
H 2.96802 -0.91725 -3.81870
H -1.85258 3.14934 7.32469
H -3.12460 -5.78253 -1.85417
H 2.85456 -6.69694 -2.32102
H 5.85503 -6.02780 -2.05476
H -3.34113 -3.56742 -0.83477
H 6.95674 -0.49392 4.53278
H 4.86516 0.80238 -0.45110
H 4.20481 0.18458 -5.24120
H -1.85902 -6.20782 -6.50890
H -3.37389 -2.18138 -1.92672
H -4.63286 1.52580 -0.47454
H -1.79444 -5.21691 -0.77522
H 4.00438 0.98040 2.10115
H -2.35935 2.29461 3.57462
H -8.40417 2.04503 -3.26724
H 4.43531 2.22248 6.70980
H 9.67493 2.58647 -1.94271
H -1.78182 3.71125 5.00295
H -1.98898 5.87626 -0.93273
H 3.63615 -5.88655 2.16031
H -5.52107 -3.30873 1.65210
H -1.23930 6.40065 5.84560
H 0.13395 5.65105 -2.73172
H -3.58304 6.15964 -0.46694
H 3.43879 -7.28562 0.32718
H 5.13930 -2.48334 -0.15609
H -4.29361 0.09710 -3.95795
H 0.50643 -4.68211 -4.14769
H 2.37603 -4.72491 -2.46221
H -0.88166 5.99119 1.33304
H -2.20669 3.83153 0.77682
H -1.72593 5.22250 2.71064
H 4.40506 -2.27755 6.70840
H -3.19520 3.99810 -1.84509
H -8.26063 -3.78234 4.69039
H 2.70251 2.11862 6.15438
H 7.16226 1.87441 -2.22991
H 8.72290 0.23407 -0.23561
H 4.11928 -7.83447 -2.03123
H -5.05222 0.14607 3.29634
H 1.92192 -1.71108 1.02228
H 6.57005 2.86534 3.35044
H -6.24261 -0.40226 5.50515
H 0.62857 6.67143 -1.63960
H 1.82106 3.95685 2.77825
H 5.29450 2.23318 1.82330
H 1.57459 2.85519 -1.28678
H 0.40095 1.37574 1.30629
H 2.83276 -0.75337 -9.19019
H -5.57394 4.36385 3.74230
H -0.98661 1.01579 7.71527
H -0.50514 4.16658 7.76084
H 4.05114 -4.20881 2.07649
H -3.60466 1.75047 -4.21409
H 3.86523 -1.77029 -5.81063
H 8.44162 -0.96024 -2.30565
H -3.39959 -5.50169 -6.04915
H 4.47462 1.76325 -5.80353
H -0.41346 -1.35992 -6.74252
H 7.44851 1.52079 3.88405
H 1.76766 -2.04000 -8.69032
H 2.58271 1.59702 -4.06853
H -4.65301 -0.03285 -1.34918
H -4.45420 -1.43465 4.87173
H -3.10157 1.33362 1.62263
H -4.33070 5.83727 -2.53664
H 0.22450 2.02343 8.63527
H 5.64481 -2.29148 5.46994
H 1.09530 -0.45652 -8.83769
H 1.65370 -0.12010 0.37726
H 0.01020 -4.06251 -5.73817
H 0.35994 3.33532 4.42823
H 5.23068 -5.44680 1.69105
H 3.13878 -4.00444 -3.86973
H -0.93636 -7.20884 -4.45662
H -5.97083 -4.63041 5.61405
H 4.13156 3.15106 4.26912
H -4.69777 4.04099 0.74775
H 2.08295 -3.69786 0.29346
H 4.24399 0.27438 -7.78487
H 1.91678 2.08790 -5.63006
H 4.49780 -0.54777 -1.57831
H -7.70648 4.32513 -3.90853
H -8.18404 -1.42152 1.92676
H -6.79802 1.89910 -1.51792
H 0.95940 4.80191 5.38474
H -9.66250 -2.05672 3.79447
H -5.17334 1.28748 -4.85541
H -2.14140 -4.47580 -6.68960
H -6.73231 0.40873 -2.45377
H -4.95533 -3.58436 6.42664
H 0.22121 -5.82949 -5.48446
H -8.58832 -2.62421 5.98778
H 3.12816 1.73596 4.03092
H -7.00314 -1.06412 6.90395
H 0.05429 1.17847 -3.68657
H -1.67160 -2.67501 -4.63429
H 6.48409 -3.92850 -2.51333
H 4.88845 -5.96270 -3.57944
H -4.53453 3.08842 4.35210
H 4.75945 1.03114 -2.33318
H 2.65303 -0.27838 1.92478
H -5.37844 2.83533 2.82949
H 5.81741 0.55538 1.88627
H -6.71448 0.27699 3.88520
H 5.05193 -6.79426 -0.13390
H 5.43262 -2.54845 -2.43366
H -7.51959 4.00928 -2.23876
H 10.62272 1.44217 -0.95517
H -4.34464 -3.68066 -2.37534
H 4.08695 -2.14352 4.94765
H -1.75752 1.72877 0.56399
H 0.08925 4.96633 3.94666
H 1.81263 3.94724 -2.64345
H -4.49672 5.56255 1.61723
H 3.99463 -2.28710 -7.47791
H -0.06186 4.36428 -0.28281
H -5.64471 5.47470 -1.45970
H 2.86016 -0.06726 5.50050
H 1.70257 -5.11721 -0.69795
H -5.34741 3.39265 -5.30637
H -2.75676 -6.92554 -3.96096
H 1.70127 5.70174 2.46491
H -6.54008 -3.86146 7.15211
H 9.22818 0.17882 -3.11006
H 5.61302 0.12198 7.68958
H 2.83654 5.27641 -0.80674
H 0.76319 0.84897 7.47723
H -0.33823 1.37349 -5.32859
H 2.61392 -2.72982 -6.37434
H -1.62271 -0.03678 3.01060
H 1.57079 -1.90716 -4.06012
H -4.38014 -1.93900 1.92234
H 6.85270 -0.49156 6.69882
H -0.70481 -0.18257 -4.47187
H -5.31639 -1.32454 6.65489
H 9.39860 2.41344 -0.26155
H -7.85521 -3.01281 2.36826
H 6.25709 1.17974 6.47476
H -0.87361 -2.44622 -2.98579
H 6.66958 2.56981 5.04596
H -3.26647 1.02255 -1.64453
H -2.22437 5.72536 4.72600
H -5.96771 6.16229 -3.09020
H -5.61843 5.16215 -5.19919
H 2.83589 1.21338 -7.73717
H -6.24153 0.21986 2.13841
H 1.51076 -0.66242 -2.93246
H 6.94603 1.65946 -0.52566
H 0.81528 1.28071 2.98033